Entry 1:
A structure of composition CH35HfO17 at a distorted geometry, computed with ωB97M-V/def2-TZVPD.

Values from the calculation:
Molecular weight: 497.764 g/mol
Multiplicity: 1
E: -1385.21019 Eh
Total charge: +3
Orbital gap: 6.013 eV
Relative energy (zero: lowest compared OMol25 entry of this formula, charge and spin): 0.00 kJ/mol
Maximum force: 0.1342 Eh/bohr

Each line ends with the Mulliken charge.
CARTESIAN COORDINATES (ANGSTROEM)
Hf1 -0.694 -0.744 -2.818  1.114
C1 0.238 0.005 0.041  1.333
O1 -0.783 -0.215 -0.915  0.443
H1 -0.136 0.764 0.746  0.280
H2 1.212 0.285 -0.450  -0.046
H3 0.386 -0.879 0.686  0.112
O2 1.464 -0.400 -2.865  -0.521
H4 2.032 -1.083 -3.242  0.352
H5 2.047 0.267 -2.433  0.273
O3 -3.661 -1.573 -0.151  -0.716
H6 -3.103 -1.267 0.539  0.273
H7 -4.326 -0.963 -0.306  0.263
O4 2.824 1.044 1.336  -0.610
H8 3.363 1.842 1.339  0.335
H9 2.433 0.912 0.482  0.016
O5 -0.359 -2.612 2.959  -0.636
H10 -0.188 -1.671 3.165  0.354
H11 0.155 -3.089 3.636  0.316
O6 -1.466 -3.030 0.384  -0.583
H12 -2.400 -3.161 0.747  0.375
H13 -0.882 -2.667 1.064  0.191
O7 -1.929 -0.303 1.856  -0.631
H14 -1.371 -0.205 1.029  -0.156
H15 -1.977 0.528 2.308  0.230
O8 -2.256 -2.165 -2.267  -0.454
H16 -2.381 -3.049 -2.641  0.348
H17 -2.849 -2.034 -1.503  0.381
O9 -0.198 2.292 3.373  -0.615
H18 -0.343 2.555 4.284  0.310
H19 -1.007 2.476 2.937  0.249
O10 3.012 1.318 -1.690  -0.622
H20 3.508 1.810 -2.389  0.325
H21 3.605 0.546 -1.637  0.394
O11 1.275 3.318 -0.134  -0.581
H22 1.415 4.125 -0.661  0.314
H23 2.117 2.886 -0.089  0.152
O12 1.203 -0.026 3.587  -0.659
H24 0.555 0.619 3.686  0.433
H25 1.545 0.137 2.687  0.217
O13 -1.194 3.513 0.903  -0.557
H26 -0.464 3.473 0.266  0.326
H27 -1.823 2.925 0.513  0.296
O14 0.435 -2.459 -1.654  -0.353
H28 0.578 -3.389 -1.726  0.325
H29 0.960 -2.312 -0.855  0.224
O15 -0.099 1.745 -2.447  -0.526
H30 0.412 2.260 -3.125  0.386
H31 0.340 2.032 -1.676  0.213
O16 2.357 -1.993 0.108  -0.582
H32 2.959 -2.647 0.419  0.293
H33 2.088 -1.422 0.826  0.248
O17 -2.548 0.377 -2.804  -0.500
H34 -2.814 0.792 -1.986  0.270
H35 -3.267 0.514 -3.440  0.386

=====

Entry 2:
An isolated molecule of C22H24IN2O4PS4 at a distorted geometry, computed with ωB97M-V/def2-TZVPD.

Values from the calculation:
Molecular weight: 666.590 g/mol
Multiplicity: 1
E: -3494.61483 Eh
Orbital gap: 7.269 eV
Maximum force: 0.1061 Eh/bohr

Each line ends with the natural charge from an NBO analysis.
CARTESIAN COORDINATES (ANGSTROEM)
O1 1.997 -4.475 0.638  -0.525
C1 2.821 -3.691 1.176  0.462
I1 4.937 -4.243 1.008  0.074
C2 2.319 -2.360 1.910  -0.551
C3 2.124 -1.125 0.910  -0.031
C4 2.826 -1.166 -0.482  -0.195
C5 2.599 0.094 -1.404  -0.468
P1 3.465 0.111 -3.083  1.314
O2 2.371 -0.601 -4.214  -0.974
O3 4.757 -1.038 -2.957  -0.993
C6 1.694 1.275 -0.966  -0.022
C7 0.974 1.314 0.407  0.097
C8 1.210 0.076 1.355  0.041
C9 0.511 0.005 2.813  -0.462
C10 -0.905 -0.755 2.766  -0.422
C11 -2.179 0.253 2.734  -0.527
S1 -3.691 -0.545 1.948  0.242
C12 -3.058 -1.095 0.268  -0.042
S2 -2.068 -0.019 -0.543  -0.015
N1 -3.458 -2.438 -0.176  -0.546
C13 -2.364 -3.442 -0.002  -0.244
C14 -1.519 -3.466 -1.371  -0.109
O4 -2.285 -4.211 -2.346  -0.545
C15 -3.671 -3.780 -2.409  -0.087
C16 -4.022 -2.461 -1.556  -0.263
N2 0.065 2.362 0.902  -0.682
C17 0.410 3.717 0.428  0.135
C18 0.059 4.908 1.396  -0.213
C19 0.344 6.390 0.965  -0.222
C20 0.981 6.766 -0.416  -0.172
S3 1.277 8.538 -0.889  -0.007
C21 1.347 5.566 -1.352  -0.220
C22 1.042 4.094 -0.935  -0.182
S4 1.448 2.709 -2.122  0.283
H1 3.062 -2.112 2.750  0.247
H2 1.315 -2.585 2.418  0.255
H3 3.479 -2.041 -0.832  0.257
H4 2.194 -1.541 -3.978  0.482
H5 5.110 -1.216 -3.857  0.503
H6 1.194 -0.543 3.569  0.225
H7 0.442 1.088 3.211  0.248
H8 -1.003 -1.377 3.729  0.217
H9 -0.915 -1.500 1.893  0.221
H10 -1.919 1.257 2.250  0.227
H11 -2.416 0.497 3.841  0.242
H12 -2.870 -4.471 0.126  0.221
H13 -1.742 -3.267 0.939  0.223
H14 -1.218 -2.438 -1.764  0.199
H15 -0.543 -4.039 -1.131  0.211
H16 -3.870 -3.506 -3.518  0.195
H17 -4.363 -4.675 -2.194  0.186
H18 -5.177 -2.451 -1.446  0.215
H19 -3.765 -1.557 -2.203  0.218
H20 -0.918 2.209 0.627  0.413
H21 -0.436 4.720 2.409  0.236
H22 0.051 7.257 1.666  0.231
H23 0.114 9.237 -0.546  0.154
H24 1.837 5.789 -2.358  0.246

=====

Entry 3:
A cluster of 3 separate species, C6H10O in total at a distorted geometry, computed with ωB97M-V/def2-TZVPD.

Values from the calculation:
Molecular weight: 98.145 g/mol
Multiplicity: 1
E: -309.63373 Eh
Orbital gap (spin up / spin down): 7.826 / 7.827 eV
Relative energy (zero: lowest compared OMol25 entry of this formula, charge and spin): 547.78 kJ/mol
Maximum force: 0.1162 Eh/bohr

Each line ends with the natural charge from an NBO analysis.
CARTESIAN COORDINATES (ANGSTROEM)
C1 -0.320 0.198 0.565  -0.184
C2 -1.734 -0.149 0.185  -0.629
C3 0.520 -1.582 1.348  -0.663
C4 0.697 0.183 -0.339  0.103
C5 0.106 2.212 -0.993  0.309
C6 1.547 -0.243 -1.227  -0.461
O1 0.740 2.590 -1.935  -0.549
H1 -0.196 0.858 1.419  0.233
H2 -0.730 2.860 -0.590  0.099
H3 -2.225 -0.669 1.008  0.227
H4 -2.293 0.766 -0.019  0.221
H5 -1.764 -0.786 -0.697  0.225
H6 -0.066 -1.596 2.261  0.198
H7 0.257 -2.383 0.666  0.195
H8 1.584 -1.490 1.533  0.200
H9 1.846 0.440 -2.016  0.251
H10 2.030 -1.208 -1.168  0.222

=====

- Which formula does entry 1 have?
  CH35HfO17